Record 1
{"formula": "C25H7F15GeN7OPdS5Sb", "method": "ωB97M-V/def2-TZVPD", "multiplicity": 2, "charge": -1, "homo_ev": [-5.7, -5.7], "e_lumo_ev": [-1.087, -1.097], "relative_energy_ev": 3.230, "s2": 0.79, "species": ["Sb", "Pd", "Ge", "S", "S", "S", "S", "S", "F", "F", "F", "F", "F", "F", "F", "F", "F", "F", "F", "F", "F", "F", "F", "O", "N", "N", "N", "N", "N", "N", "N", "C", "C", "C", "C", "C", "C", "C", "C", "C", "C", "C", "C", "C", "C", "C", "C", "C", "C", "C", "C", "C", "C", "C", "C", "C", "H", "H", "H", "H", "H", "H", "H"], "xyz": [[-2.38227, -2.28821, 3.55679], [-2.00390, -0.47985, 1.19590], [1.90722, 0.22452, -0.27861], [-3.00985, 0.00844, 3.54759], [-3.56737, -1.44104, -2.70442], [-1.88598, -2.57532, 5.82386], [-0.27676, -1.75691, 2.44917], [-0.22124, 0.52510, -0.39139], [2.76841, 4.63022, -2.95530], [4.50087, 5.71007, -1.13915], [1.67478, 1.08917, 2.54659], [5.19481, 4.29172, 1.08701], [1.72439, 2.12148, -2.48896], [3.41638, -2.54619, 0.19965], [4.11785, 1.83794, 1.51129], [5.83695, -1.01081, -3.66594], [4.30267, -2.74847, -5.11027], [1.71058, -3.18816, -4.39546], [4.76291, 0.27477, -1.51667], [0.67828, -1.91565, -2.21084], [4.26707, -3.68573, 2.54109], [2.59126, 0.02412, 4.93334], [3.87073, -2.38910, 4.88938], [-4.66996, -2.78473, 1.83064], [-2.60379, 1.70106, 1.05717], [-4.47649, -0.71216, 0.85949], [-2.20157, -1.96364, -0.35412], [1.24193, 4.13508, 0.70326], [-6.27241, -0.72699, -0.47208], [-4.86321, 1.17019, -0.44962], [-0.94252, 3.40114, 1.48719], [2.34416, -0.06652, 2.57407], [2.84397, 1.98272, -0.45285], [-6.29848, -2.01409, 0.17126], [1.93161, -1.66435, -2.58507], [0.20580, 3.75824, 1.04723], [3.64376, -2.50082, 2.54914], [3.77860, -2.10857, -4.05806], [3.99590, -0.56459, -2.23507], [3.95350, 4.51172, -0.91160], [2.53732, 2.70696, -1.58837], [3.43349, -1.83908, 3.75494], [2.68549, -0.77083, -1.84485], [-5.18740, -0.04951, -0.05986], [3.73706, 2.54199, 0.43879], [4.29856, 3.79536, 0.22701], [2.45753, -2.33474, -3.68586], [2.57856, -0.68870, 1.36026], [3.21186, -1.91340, 1.36718], [3.06994, 3.96199, -1.83531], [-5.05183, -1.91459, 1.07274], [-2.76407, -1.70023, -1.35384], [-7.21031, -0.28093, -1.46478], [-1.71965, 2.46709, 1.23456], [2.78064, -0.60817, 3.77548], [4.56000, -1.22396, -3.32040], [-3.98932, 1.54031, -0.03882], [-7.67714, 0.65489, -1.14811], [-7.20555, -2.17194, 0.75994], [-6.71849, -0.12821, -2.42973], [-6.18515, -2.84004, -0.53923], [-5.24631, 1.56610, -1.29005], [-7.98379, -1.03617, -1.57731]]}

---

Record 2
{"formula": "C18H38OP2Zn", "method": "ωB97M-V/def2-TZVPD", "multiplicity": 1, "charge": 0, "homo_ev": [-6.1, -5.1], "e_lumo_ev": [-0.917, -0.920], "relative_energy_ev": 0.000, "species": ["Zn", "P", "P", "O", "C", "C", "C", "C", "C", "C", "C", "C", "C", "C", "C", "C", "C", "C", "C", "C", "C", "C", "H", "H", "H", "H", "H", "H", "H", "H", "H", "H", "H", "H", "H", "H", "H", "H", "H", "H", "H", "H", "H", "H", "H", "H", "H", "H", "H", "H", "H", "H", "H", "H", "H", "H", "H", "H", "H", "H"], "xyz": [[-1.95309, 0.54705, 2.13186], [-0.15953, 2.31296, -0.84948], [-1.44782, -1.06035, -1.18752], [-0.88959, -0.95155, 2.75792], [0.18723, -1.03404, 3.66607], [1.68351, 1.21364, -0.71325], [-1.62528, 2.61261, 0.15568], [-1.96109, 0.48010, -2.06433], [-1.56919, -1.99267, -2.77766], [1.09252, 0.12561, 0.22064], [-0.12843, -0.57986, 5.08462], [-2.69204, -1.90242, -0.16430], [1.53982, -1.37481, 0.04689], [3.10671, -0.24460, -2.19530], [-1.55891, 2.19928, 3.20745], [0.81285, -2.43481, 3.58609], [1.09562, -2.18870, -1.18299], [2.44957, -1.27241, -3.15557], [-0.83945, 1.51451, -2.32744], [1.65983, -2.31711, -2.41145], [2.14547, 0.84869, -1.96708], [0.51580, 3.90648, -1.38826], [-2.80022, 0.91581, -1.49872], [1.31296, -2.62692, 2.63046], [-0.02682, 0.11689, 0.17240], [3.19363, -1.75906, -3.81579], [-2.29093, 3.33477, -0.33957], [2.62343, -1.46656, 0.24297], [-0.92237, -1.52412, -3.53252], [3.42712, -0.70580, -1.25424], [-2.30065, 0.18834, -3.07315], [-1.94392, 2.36034, 4.22474], [0.75168, -0.75415, 5.72194], [-0.14083, 4.30981, -2.17231], [1.56715, -2.56652, 4.37758], [4.04904, 0.10446, -2.66409], [1.41473, -3.21016, -3.03461], [1.04333, -1.84252, 0.91104], [1.52646, 3.76831, -1.79754], [0.01089, 1.08410, -2.89222], [-0.49261, 2.06148, 3.32755], [-0.36791, 0.49644, 5.11343], [0.53885, 4.60191, -0.53548], [-2.22249, 1.68806, 0.40363], [1.84303, 1.46300, -2.83831], [2.23758, 1.98907, -0.14866], [-1.30875, -3.05693, -2.72346], [-3.35444, -1.16100, 0.29439], [1.29167, 0.44296, 1.25770], [-1.72452, 3.10137, 2.59598], [-0.96546, -1.13228, 5.53838], [0.06512, -3.23743, 3.71356], [-2.16521, -2.47032, 0.61483], [-1.20659, 2.36692, -2.92886], [1.81329, -0.66801, -3.84346], [-3.25880, -2.60369, -0.79230], [-1.26320, 3.09868, 1.06413], [0.23129, -2.87719, -0.94960], [-2.60405, -1.90566, -3.13349], [0.95401, -0.33200, 3.29103]]}

---

Record 3
{"formula": "C6H18AlF4N5O9PS4", "method": "ωB97M-V/def2-TZVPD", "multiplicity": 1, "charge": 1, "homo_ev": -12.7, "e_lumo_ev": -10.290, "relative_energy_ev": 3.736, "species": ["S", "S", "S", "S", "P", "Al", "F", "F", "F", "F", "O", "O", "O", "O", "O", "O", "O", "O", "O", "N", "N", "N", "N", "N", "C", "C", "C", "C", "C", "C", "H", "H", "H", "H", "H", "H", "H", "H", "H", "H", "H", "H", "H", "H", "H", "H", "H", "H"], "xyz": [[0.84431, 2.41235, 3.32357], [-0.87426, -2.45056, 4.07209], [-0.37028, 4.11334, 2.43766], [-1.81922, -3.20400, 2.07634], [-0.12836, -0.29283, -1.30380], [-2.55533, 0.72785, 1.98602], [-1.42898, 4.23933, 1.21020], [0.34559, 1.01246, 3.97173], [-2.84425, -2.58419, 1.03144], [-0.85269, -1.08488, 5.01604], [1.15678, 3.23482, 4.52660], [-1.46764, -3.36778, 5.04338], [-0.70688, -3.39096, 1.18848], [-0.98148, -0.41232, -0.09503], [1.90503, 2.00677, 2.41952], [-2.57933, -4.34585, 2.41007], [-0.92263, 5.02762, 3.41804], [0.54318, -2.44047, 3.71704], [0.82106, 4.53930, 1.63781], [1.50113, -0.84128, -1.08811], [0.16265, 1.31733, -1.86309], [-0.64695, 2.63388, 2.61103], [-0.65386, -1.17601, -2.67326], [-1.85192, -1.80523, 3.04911], [2.42537, -1.01760, -2.23177], [-1.75089, -0.69381, -3.48926], [-0.49235, -2.58933, -2.60582], [0.42961, 2.29998, -0.75524], [0.45862, 1.79519, -3.19506], [2.08627, -0.73263, 0.26373], [-1.52560, -0.91874, -4.53173], [2.66449, -2.08005, -2.18576], [3.25949, -0.34125, -2.04497], [-2.61614, -1.16785, -3.02587], [0.41532, 0.90179, -3.81802], [0.81386, 1.84359, 0.15699], [0.48902, -2.77473, -2.16921], [1.96099, -0.90505, -3.21146], [-1.96951, 0.36976, -3.39372], [-0.54699, 2.61902, -0.39115], [1.38874, -0.53102, 1.07670], [-1.11064, -3.07597, -1.85151], [1.04441, 3.12872, -1.10637], [-0.35933, 2.47306, -3.43907], [2.93601, -0.05325, 0.19670], [1.38149, 2.37520, -3.19416], [2.56653, -1.70227, 0.39502], [-0.54445, -3.09143, -3.57189]]}

---

Record 4
{"formula": "C32H30NO5Ti", "method": "ωB97M-V/def2-TZVPD", "multiplicity": 2, "charge": 0, "homo_ev": [-7.9, -8.5], "e_lumo_ev": [-0.416, -0.412], "relative_energy_ev": 0.031, "s2": 0.75, "species": ["Ti", "O", "O", "O", "O", "O", "N", "C", "C", "C", "C", "C", "C", "C", "C", "C", "C", "C", "C", "C", "C", "C", "C", "C", "C", "C", "C", "C", "C", "C", "C", "C", "C", "C", "C", "C", "C", "C", "C", "H", "H", "H", "H", "H", "H", "H", "H", "H", "H", "H", "H", "H", "H", "H", "H", "H", "H", "H", "H", "H", "H", "H", "H", "H", "H", "H", "H", "H", "H"], "xyz": [[-0.20876, 0.95236, 0.99629], [-2.58017, 0.11187, -2.42735], [1.01389, 1.92940, -0.45513], [-0.39230, -1.07500, 0.57158], [2.92640, -1.53381, 1.69871], [1.38869, 0.08607, 1.87276], [-0.92632, 1.08779, -1.14075], [2.71785, -0.92724, -2.66639], [1.52776, 2.23259, -3.63216], [-0.40949, 3.04496, 2.11513], [0.26262, 1.63303, -1.41374], [0.62365, 1.85482, 4.17703], [0.48801, 1.73650, -2.87497], [2.00255, -1.65035, -3.60758], [0.64556, -2.56775, -1.85056], [-2.25030, 1.70758, 1.77620], [1.41441, 2.11715, -5.01516], [1.84040, -1.05053, 1.47073], [-0.39172, 2.03459, 3.09478], [1.41871, -5.48889, 1.38242], [0.30203, 1.51959, -5.59768], [0.86769, -1.84292, 0.53751], [1.60494, -4.21243, 0.88838], [0.58957, 4.14636, 1.94775], [1.34736, -1.82429, -0.90326], [-1.53467, 0.71017, -2.33145], [-3.53969, 1.18571, 1.21524], [-1.84754, -0.02017, 3.69029], [-1.54913, 2.84194, 1.29665], [0.61719, -3.24281, 1.06280], [-1.51943, 1.19731, 2.87692], [-0.74382, 1.02310, -4.82000], [-1.98702, 3.73317, 0.17719], [-0.62921, 1.15067, -3.45401], [0.24346, -5.81442, 2.05485], [-0.73131, -4.85249, 2.23590], [0.96066, -2.47171, -3.19696], [2.38818, -1.00170, -1.31952], [-0.54483, -3.56116, 1.74649], [0.79588, 0.80043, 4.38697], [-1.14816, 4.02579, -0.45810], [2.19089, -6.23491, 1.24721], [1.58306, 2.28532, 3.89556], [-1.30737, -2.81282, 1.91330], [3.53750, -0.29224, -2.97810], [1.54819, 3.88848, 2.39584], [-4.35218, 1.89303, 1.39803], [-3.82077, 0.24127, 1.67963], [-2.72623, 3.24113, -0.45338], [-0.14835, -3.23910, -1.53950], [2.95133, -0.42863, -0.59451], [0.76734, 4.35789, 0.89298], [2.39310, 2.68334, -3.16447], [-2.43437, 4.65038, 0.56876], [0.09533, -6.81555, 2.43833], [-1.64417, -5.09638, 2.76417], [-0.95199, -1.36747, -0.16119], [0.24981, 1.44210, -6.67602], [2.25444, -1.57865, -4.65783], [0.29015, 2.33736, 5.09930], [2.52029, -3.94899, 0.37548], [0.39994, -3.04758, -3.92172], [-1.61237, 0.55512, -5.26388], [-0.95423, -0.61410, 3.89358], [0.23758, 5.06677, 2.42031], [2.20554, 2.49328, -5.65098], [-3.47961, 1.02236, 0.13749], [-2.28217, 0.25682, 4.65348], [-2.56427, -0.66349, 3.18035]]}